Entry 1:
Below is C25H57ClInO9 as an isolated structure, with properties calculated with ωB97M-V/def2-TZVPD.

Output
HOMO energy = -4.74 eV
Kohn-Sham gap = 6.7 eV
total charge = -1

Cartesian coordinates (Å):
C: -4.61038 7.07125 1.66383
C: -3.53718 7.28496 2.69919
O: -3.79437 7.57861 3.84219
O: -2.24282 7.33620 2.29317
C: -1.73166 6.41362 1.31453
C: -0.75155 5.43271 1.98398
C: -1.33377 4.01317 2.00755
C: -1.23470 3.32221 0.64430
C: -2.25212 2.20261 0.39155
In: -4.40391 2.67387 0.78189
C: -5.24444 1.04362 2.08434
C: -5.45378 1.31918 3.57894
C: -4.41983 2.25672 4.21409
O: -6.77527 1.84019 3.81796
C: -5.62967 2.75391 -1.09977
C: -5.74568 4.11412 -1.77969
C: -6.40769 4.07053 -3.15748
Cl: -6.74086 5.23316 -0.76263
H: -4.88764 8.05804 1.28417
H: -4.32427 6.43254 0.83359
H: -5.47098 6.62602 2.16246
H: -1.24053 7.01120 0.54089
H: -2.53733 5.85384 0.83983
H: -0.60960 5.79169 3.00733
H: 0.21041 5.44519 1.46191
H: -2.37174 4.08536 2.34611
H: -0.80328 3.40613 2.75149
H: -0.21008 2.91503 0.59203
H: -1.29190 4.05539 -0.17189
H: -1.98761 1.33148 1.00432
H: -2.15829 1.86871 -0.64921
H: -4.59662 4.23258 1.63564
H: -6.23501 0.80433 1.67352
H: -4.64647 0.13349 1.95678
H: -5.42123 0.37297 4.13527
H: -4.75090 3.29285 4.13074
H: -3.43772 2.14766 3.74540
H: -4.30864 2.03393 5.28225
H: -6.95023 2.43895 3.08267
H: -6.65234 2.44215 -0.84510
H: -5.26344 2.03576 -1.84613
H: -4.76466 4.58964 -1.87191
H: -5.84249 3.38143 -3.79104
H: -6.43542 5.06007 -3.62090
H: -7.43094 3.70062 -3.04567
C: -1.87697 -1.69791 -1.55315
O: -1.06204 -1.09545 -0.56819
C: -0.61674 -1.99397 0.42892
C: 0.80892 -2.43980 0.19534
O: 0.95497 -3.19979 -0.99786
C: 1.44526 -2.44795 -2.09120
H: -1.95396 -1.00148 -2.38670
H: -1.45088 -2.63906 -1.91206
H: -2.88258 -1.88330 -1.15990
H: -1.27966 -2.86352 0.49065
H: -0.66358 -1.46660 1.38694
H: 1.12504 -3.08160 1.02365
H: 1.47226 -1.56900 0.17302
H: 2.52001 -2.25776 -1.98327
H: 0.91874 -1.49621 -2.19294
H: 1.28884 -3.04030 -2.99176
C: 4.88089 -2.39574 1.85808
O: 4.03381 -3.52193 1.73647
C: 4.21234 -4.24474 0.52869
C: 5.06171 -5.47931 0.72396
O: 6.39443 -5.16329 1.09919
C: 6.63875 -5.29472 2.48611
H: 4.83778 -2.06517 2.89460
H: 5.91556 -2.63911 1.60365
H: 4.53563 -1.57849 1.21492
H: 4.65458 -3.60334 -0.24086
H: 3.21994 -4.54651 0.18006
H: 5.11054 -6.01216 -0.23103
H: 4.60452 -6.14615 1.46167
H: 6.71622 -6.35044 2.77004
H: 5.85420 -4.82081 3.08029
H: 7.58826 -4.80527 2.69800
C: 5.39012 -2.72886 -3.25398
O: 4.60479 -3.89023 -3.44959
C: 4.77112 -4.48858 -4.72374
C: 5.70174 -5.68195 -4.67803
O: 7.02754 -5.32234 -4.32864
C: 7.30731 -5.50315 -2.95208
H: 5.37500 -2.50081 -2.18904
H: 6.42461 -2.88278 -3.56936
H: 4.96932 -1.87841 -3.80127
H: 5.13788 -3.75419 -5.44819
H: 3.78465 -4.82681 -5.05536
H: 5.73813 -6.14154 -5.67036
H: 5.31065 -6.42544 -3.97548
H: 7.43878 -6.56558 -2.71856
H: 6.50715 -5.09849 -2.32887
H: 8.23306 -4.97768 -2.72524


Entry 2:
Below is one molecule with the formula C2H4O2S at a distorted geometry, with properties calculated with ωB97M-V/def2-TZVPD.

Output
HOMO energy (alpha / beta) = -9.56 / -9.36 eV
ΔE to the lowest compared entry with this formula, charge and spin = 84.7 kcal per mole
Kohn-Sham gap (alpha / beta) = 8.1 / 7.9 eV
SMILES = CC=S(=O)=O
total charge = 0

Cartesian coordinates (Å):
C: -1.28864 -0.29579 -0.04647
C: -0.09947 0.59010 -0.18886
S: 1.62240 -0.00536 0.19712
O: 2.80112 0.89042 -0.02472
O: 1.87773 -1.36687 -0.13202
H: -1.79021 -0.21225 -1.03718
H: -1.87821 0.06997 0.87125
H: -0.99139 -1.30384 0.16441
H: -0.25332 1.63363 0.19646


Entry 3:
Below is C45H52BBrCl2F4N8PRbSSi4Te as an isolated structure at a distorted geometry, with properties calculated with ωB97M-V/def2-TZVPD.

Output
HOMO energy (alpha / beta) = -2.04 / -5.62 eV
ΔE to the lowest compared entry with this formula, charge and spin = 47.8 kcal per mole
Kohn-Sham gap (alpha / beta) = 3.8 / 7.4 eV
total charge = -1
2S+1 = 2
<S²> = 0.765

Cartesian coordinates (Å):
Rb: -1.19533 1.28360 0.57216
C: 1.47581 -1.21874 3.97946
C: 1.60133 -0.53504 2.75896
N: 0.51680 -0.69272 2.00196
N: -0.32173 -1.47978 2.71916
C: 0.23103 -1.80005 3.90643
B: -1.85149 -1.57529 2.38331
N: -2.54952 -0.41990 3.14589
C: -2.64451 -0.35593 4.50052
C: -3.12718 0.88284 4.83927
C: -3.29148 1.53736 3.60224
N: -2.93773 0.75707 2.59544
N: -2.03531 -1.55279 0.84216
C: -1.39862 -2.42048 0.01365
C: -1.83495 -2.18846 -1.26667
C: -2.76035 -1.13488 -1.12702
N: -2.88869 -0.76562 0.13951
N: -2.38726 -2.90734 2.95630
C: -3.61803 -3.15924 3.46282
C: -3.71188 -4.51240 3.68551
C: -2.46434 -5.01483 3.26479
N: -1.67397 -4.04868 2.82238
H: 2.18129 -1.27298 4.79281
H: 2.42895 0.05313 2.38653
H: -0.28692 -2.43689 4.60572
H: -2.37149 -1.19175 5.12396
H: -3.32670 1.26403 5.82736
H: -3.65454 2.53627 3.40620
H: -0.71230 -3.15250 0.40953
H: -1.51891 -2.68686 -2.16833
H: -3.35817 -0.65545 -1.88922
H: -4.32957 -2.36406 3.61877
H: -4.55241 -5.05548 4.08539
H: -2.11013 -6.03607 3.26489
Cl: 0.00713 1.96104 -1.93328
C: -0.17890 1.15424 -3.45685
C: -1.33981 1.41342 -4.16747
C: -1.48948 0.87463 -5.43092
C: -0.47178 0.11230 -5.97596
C: 0.67466 -0.14116 -5.23983
Cl: 1.94301 -1.03333 -6.03026
C: 0.84643 0.33550 -3.93322
S: 2.34592 0.02627 -3.04507
H: -2.09192 2.05996 -3.73443
H: -2.38594 1.07598 -6.00370
H: -0.54877 -0.28652 -6.97812
F: -1.70371 8.48867 3.88734
C: -1.64137 7.58443 2.87967
C: -2.23744 7.86569 1.63919
F: -2.61124 9.13767 1.38060
C: -2.36507 6.89996 0.69308
F: -2.83960 7.29786 -0.52093
C: -1.93869 5.55039 0.87477
P: -2.45016 4.17137 -0.14718
C: -4.28764 4.02994 -0.00707
C: -5.18263 5.07282 -0.26460
C: -6.54068 4.91695 -0.02042
C: -7.03313 3.71876 0.48571
C: -6.15810 2.67375 0.74198
C: -4.79699 2.83076 0.49803
C: -2.24138 4.79036 -1.87463
C: -1.04529 5.41305 -2.23408
C: -0.79116 5.76463 -3.55148
C: -1.72570 5.48898 -4.54540
C: -2.91048 4.85334 -4.20491
C: -3.16181 4.50105 -2.88109
C: -1.28513 5.32975 2.13965
Br: -0.36535 3.67768 2.46973
C: -1.14360 6.30833 3.08786
F: -0.51229 6.07129 4.25724
H: -4.81388 6.01099 -0.66185
H: -7.21807 5.73719 -0.22728
H: -8.09327 3.60306 0.67940
H: -6.52747 1.73116 1.12942
H: -4.13226 1.99358 0.69497
H: -0.31454 5.62923 -1.46227
H: 0.14049 6.25655 -3.80657
H: -1.53093 5.76963 -5.57402
H: -3.64763 4.63406 -4.96986
H: -4.09180 4.00422 -2.62810
C: 4.04622 -5.48968 0.88026
Si: 2.54886 -4.40449 0.50808
C: 1.41760 -5.33999 -0.64873
C: 1.71394 -4.12554 2.14299
Si: 3.41801 -2.50001 -0.52557
Te: 1.67637 -0.61075 -0.75537
Si: 4.26712 -3.17797 -2.61716
C: 5.30268 -4.73866 -2.46314
C: 2.85964 -3.64346 -3.74480
C: 5.42740 -1.89179 -3.32641
Si: 5.20518 -1.71645 0.76826
C: 6.75272 -2.69205 0.33533
C: 4.94429 -1.99545 2.60365
C: 5.52555 0.09669 0.48509
H: 3.70979 -6.49105 1.17277
H: 4.61880 -5.07496 1.71672
H: 4.72453 -5.59521 0.03368
H: 0.93750 -6.16212 -0.10826
H: 1.97839 -5.76095 -1.48829
H: 0.63026 -4.69904 -1.05901
H: 1.75546 -5.06426 2.70694
H: 0.66565 -3.82982 2.05862
H: 2.22727 -3.35557 2.72629
H: 4.68671 -5.60535 -2.20902
H: 6.10006 -4.65517 -1.72073
H: 5.76650 -4.93328 -3.43669
H: 2.35746 -4.53180 -3.35127
H: 3.23074 -3.87534 -4.74860
H: 2.12365 -2.84463 -3.82862
H: 6.31495 -1.80420 -2.69188
H: 4.96903 -0.90614 -3.40252
H: 5.75603 -2.19008 -4.32784
H: 6.58985 -3.76112 0.50659
H: 7.58434 -2.37029 0.97136
H: 7.05480 -2.56237 -0.70836
H: 4.74943 -3.04957 2.82190
H: 4.10398 -1.41955 2.99675
H: 5.84905 -1.69847 3.14515
H: 5.75709 0.31227 -0.56280
H: 6.36912 0.42236 1.10181
H: 4.64974 0.69571 0.75325


Entry 4:
Below is one molecule with the formula C26H23N3O3S at a distorted geometry, with properties calculated with ωB97M-V/def2-TZVPD.

Output
HOMO energy = -7.91 eV
ΔE to the lowest compared entry with this formula, charge and spin = 23.8 kcal per mole
Kohn-Sham gap = 7.6 eV
SMILES = COc1ccccc1OCCn1cc(/C=C(\C#N)C(=O)NCc2cccs2)c2ccccc21
total charge = 0

Cartesian coordinates (Å):
C: 6.57661 -0.89306 -0.29185
O: 5.81959 0.21239 -0.72822
C: 4.54164 0.06166 -1.17646
C: 4.03725 1.17811 -1.84149
C: 2.76221 1.19458 -2.36549
C: 1.97028 0.06611 -2.26308
C: 2.44959 -1.04760 -1.60121
C: 3.71228 -1.06058 -1.02000
O: 4.19536 -2.16165 -0.32275
C: 3.31824 -2.87296 0.51506
C: 2.97622 -2.11007 1.81265
N: 2.23308 -0.91070 1.54247
C: 0.95682 -0.89752 1.09604
C: 0.57273 0.38492 0.74724
C: -0.66114 0.83074 0.21150
C: -1.72362 0.08186 -0.19035
C: -1.74967 -1.31673 -0.15292
N: -1.80500 -2.46733 -0.15404
C: -2.92334 0.79143 -0.71968
O: -2.97272 2.00241 -0.81423
N: -3.93939 -0.02106 -1.10100
C: -5.21779 0.50031 -1.52534
C: -6.31835 0.08298 -0.60704
C: -7.55439 -0.38822 -0.92242
C: -8.34169 -0.67998 0.21511
C: -7.68700 -0.43359 1.37612
S: -6.09822 0.16939 1.11127
C: 1.71901 1.21831 1.00350
C: 1.97103 2.57583 0.83964
C: 3.21916 3.05651 1.17123
C: 4.21192 2.21280 1.66945
C: 3.98623 0.86374 1.84166
C: 2.73629 0.37106 1.49382
H: 6.51768 -1.72635 -0.99446
H: 7.60441 -0.53258 -0.23780
H: 6.26547 -1.23849 0.69703
H: 4.68509 2.03637 -1.92048
H: 2.39441 2.07866 -2.86175
H: 0.97805 0.04718 -2.68623
H: 1.81751 -1.91955 -1.52847
H: 2.39178 -3.15054 0.00163
H: 3.85950 -3.78691 0.77433
H: 2.38604 -2.77118 2.45475
H: 3.89778 -1.84136 2.33191
H: 0.38042 -1.80209 1.06806
H: -0.77923 1.90040 0.08562
H: -3.86343 -1.01693 -0.95671
H: -5.10734 1.59164 -1.53162
H: -5.44734 0.16320 -2.54308
H: -7.89608 -0.52112 -1.93348
H: -9.34599 -1.06041 0.16387
H: -8.03423 -0.56851 2.38100
H: 1.20673 3.23587 0.45967
H: 3.43799 4.10646 1.04753
H: 5.17763 2.62365 1.92104
H: 4.76484 0.22360 2.22807


Entry 5:
Below is a 11-piece molecular cluster, C44H121N11O11 overall at a distorted geometry, with properties calculated with ωB97M-V/def2-TZVPD.

Output
HOMO energy = -8.22 eV
ΔE to the lowest compared entry with this formula, charge and spin = 80.1 kcal per mole
Kohn-Sham gap = 8.6 eV
SMILES = COC[C@H](C)N.COC[C@H](C)N.COC[C@H](C)N.COC[C@H](C)N.COC[C@H](C)N.COC[C@H](C)N.COC[C@H](C)N.COC[C@H](C)N.COC[C@H](C)N.COC[C@H](C)N.COC[C@H](C)N
total charge = 0

Cartesian coordinates (Å):
C: 0.13773 3.76880 9.39685
O: 0.86533 2.72063 8.84290
C: 0.11435 2.15654 7.79665
C: 1.11052 1.76084 6.63966
C: 0.34964 1.14757 5.42930
N: 2.11654 0.74355 7.09036
H: 0.06994 4.64227 8.74834
H: 0.58236 4.14412 10.31856
H: -0.83982 3.46108 9.76806
H: -0.44006 1.27280 8.11244
H: -0.60590 2.85273 7.36695
H: 1.53392 2.70375 6.29361
H: 0.90646 0.86577 4.53565
H: -0.27872 1.92753 4.99928
H: -0.20922 0.26402 5.73768
H: 2.45083 1.02996 7.99938
H: 2.93961 0.80896 6.50867
C: -1.10981 8.76270 1.04906
O: -0.27149 7.61413 1.19592
C: 0.05810 7.33327 2.51858
C: 0.54629 5.89729 2.67892
C: 1.13058 5.56040 4.09457
N: 1.44422 5.49392 1.64665
H: -1.10002 9.04396 -0.00398
H: -0.82526 9.60653 1.67762
H: -2.05622 8.49994 1.52169
H: 0.81684 8.04214 2.85013
H: -0.78502 7.48114 3.19340
H: -0.28665 5.20509 2.55580
H: 0.47433 5.91180 4.89078
H: 2.07804 6.02752 4.36333
H: 1.32669 4.50433 4.27992
H: 2.13151 6.22777 1.55074
H: 0.89860 5.74673 0.83517
C: -1.92999 1.89124 -2.96156
O: -1.42844 0.58068 -3.23141
C: -2.46754 -0.46740 -3.38335
C: -1.88033 -1.71096 -4.01453
C: -1.32348 -1.33531 -5.38964
N: -2.84626 -2.77574 -4.34403
H: -2.48859 1.82636 -2.02782
H: -2.56421 2.20498 -3.79068
H: -1.12336 2.61601 -2.85122
H: -2.88930 -0.73799 -2.41536
H: -3.31198 -0.17665 -4.00824
H: -1.03013 -2.07813 -3.43968
H: -0.62617 -0.51014 -5.24481
H: -2.04847 -1.03978 -6.14803
H: -0.70368 -2.12005 -5.82338
H: -3.33078 -3.23328 -3.58508
H: -2.32864 -3.54438 -4.74572
C: 3.81989 -0.04256 -3.12477
O: 3.90900 -1.01953 -4.22932
C: 3.36890 -0.49533 -5.38526
C: 4.26204 0.49609 -6.14329
C: 3.61703 0.90722 -7.43348
N: 5.57773 -0.00097 -6.50762
H: 2.76788 0.12872 -2.89666
H: 4.30574 0.92677 -3.23631
H: 4.19037 -0.53021 -2.22308
H: 3.22883 -1.32002 -6.08410
H: 2.34852 -0.13870 -5.24481
H: 4.41241 1.35765 -5.49275
H: 4.12950 1.72271 -7.94382
H: 2.59555 1.25701 -7.28405
H: 3.47376 0.04195 -8.08069
H: 5.41452 -0.93791 -6.84761
H: 6.02712 -0.29031 -5.65063
C: 2.82040 -3.84274 -2.49474
O: 2.22669 -5.08068 -2.87218
C: 2.19757 -5.25329 -4.29927
C: 1.41059 -6.55670 -4.63694
C: 1.35970 -6.80889 -6.15289
N: 0.05533 -6.48884 -4.18116
H: 2.91170 -3.78396 -1.41015
H: 2.24574 -3.00949 -2.89913
H: 3.83252 -3.86531 -2.89872
H: 1.69482 -4.36712 -4.68664
H: 3.23705 -5.28805 -4.62542
H: 1.96020 -7.39896 -4.21666
H: 0.72564 -6.07572 -6.65143
H: 0.94440 -7.80456 -6.30868
H: 2.32357 -6.81818 -6.66178
H: -0.39043 -5.78432 -4.75130
H: 0.14477 -6.00415 -3.29958
C: 4.60883 -3.56127 1.25305
O: 3.39318 -4.27032 1.34348
C: 3.41570 -5.50961 0.78285
C: 1.96501 -5.92554 0.88567
C: 1.85349 -7.30065 0.24837
N: 1.16592 -5.06397 0.02602
H: 4.78044 -3.01183 2.17866
H: 4.53983 -2.73328 0.54750
H: 5.46373 -4.20263 1.03874
H: 3.70941 -5.49120 -0.26667
H: 3.99399 -6.16608 1.43303
H: 1.64417 -5.97551 1.92619
H: 0.83976 -7.41393 -0.13582
H: 2.04810 -8.05132 1.01435
H: 2.55261 -7.49015 -0.56614
H: 1.35834 -4.09368 0.23003
H: 1.45165 -5.28037 -0.91823
C: -3.11029 4.63664 0.64905
O: -3.00233 4.34173 2.02460
C: -3.48652 5.41880 2.86141
C: -3.63823 4.85764 4.31664
C: -2.36406 4.26141 4.92895
N: -4.70413 3.87205 4.52710
H: -2.78072 3.74992 0.10756
H: -2.52562 5.47993 0.28147
H: -4.14688 4.81723 0.36450
H: -2.79630 6.26092 2.81111
H: -4.48785 5.74285 2.57780
H: -3.90932 5.68180 4.97647
H: -2.57260 3.65990 5.81371
H: -1.59438 5.03194 4.97348
H: -1.94975 3.52031 4.24541
H: -4.55961 3.52409 5.46418
H: -4.52956 3.11285 3.88425
C: -0.45856 2.22677 1.47886
O: -0.44113 1.05658 0.68250
C: 0.11756 -0.09310 1.31858
C: 0.02290 -1.34834 0.43986
C: 0.71160 -1.21892 -0.93555
N: -1.35882 -1.77972 0.11668
H: -1.32995 2.28769 2.13084
H: -0.54005 3.09754 0.82832
H: 0.33511 2.31839 2.22035
H: 1.15150 0.22160 1.46000
H: -0.35088 -0.20089 2.29687
H: 0.46551 -2.14689 1.03527
H: 0.46767 -2.05232 -1.59436
H: 1.79729 -1.27730 -0.85835
H: 0.32597 -0.36109 -1.48650
H: -1.65644 -1.16903 -0.63070
H: -1.87183 -1.53764 0.95234
C: -2.36604 -2.42361 3.11814
O: -2.69238 -1.22685 2.47115
C: -4.04667 -1.09178 2.05089
C: -4.55286 0.26228 1.57398
C: -3.89854 0.62043 0.24389
N: -4.07045 1.25725 2.45387
H: -1.30191 -2.43738 3.35380
H: -2.63805 -3.32367 2.56676
H: -2.80359 -2.40808 4.11634
H: -4.30667 -1.76891 1.23726
H: -4.73801 -1.30526 2.86610
H: -5.63681 0.32466 1.47777
H: -3.78678 -0.26882 -0.37646
H: -2.89604 0.94495 0.52278
H: -4.35994 1.45364 -0.28617
H: -4.16126 2.14479 1.98044
H: -3.06315 1.19481 2.49321
C: -5.60046 -3.07129 -2.61005
O: -4.53760 -3.96802 -2.33250
C: -4.02387 -3.94582 -0.99996
C: -2.68414 -4.64662 -0.97958
C: -2.75858 -6.09714 -1.40093
N: -2.02198 -4.43996 0.30578
H: -6.20446 -2.99529 -1.70589
H: -6.18586 -3.38250 -3.47524
H: -5.24336 -2.05391 -2.76985
H: -3.88216 -2.92332 -0.64996
H: -4.78604 -4.43461 -0.39309
H: -2.12036 -4.13881 -1.76213
H: -3.45180 -6.72708 -0.84351
H: -1.75884 -6.52214 -1.31138
H: -3.04693 -6.28921 -2.43440
H: -1.90744 -3.43673 0.28323
H: -1.05969 -4.73566 0.22419
C: 2.44316 3.21717 -3.51117
O: 3.18206 3.37942 -2.32070
C: 2.54542 2.82403 -1.16559
C: 3.54048 2.91504 -0.00230
C: 4.68946 1.87732 -0.12587
N: 2.79982 2.77709 1.23444
H: 1.40039 3.49661 -3.36067
H: 2.27120 2.18781 -3.82571
H: 2.99476 3.81005 -4.24079
H: 1.70551 3.46719 -0.90292
H: 2.12224 1.82687 -1.28680
H: 4.02904 3.88726 0.06253
H: 4.44503 0.82312 0.00461
H: 5.41085 2.10188 0.65979
H: 5.03543 1.95518 -1.15657
H: 3.53109 2.77673 1.93111
H: 2.33133 3.63424 1.49115


Question: Look up the total charge of the first one.
Answer: -1